[1]
C5H11NSi | ωB97M-V with the def2-TZVPD basis set

Output
Highest occupied orbital energy   -8.75 eV
Structure (SMILES)   C=C[SiH](C=C)NC

Geometry as ORCA input:
```
! RIJCOSX wB97M-V def2-TZVPD def2/J DEFGRID3
* xyz 0 1
C -1.1222 -2.1167 -0.9053
C 0.0400 -1.6153 -0.3819
Si 0.5190 0.2387 -0.5614
C 2.2022 0.6223 0.2359
C 2.7780 0.6500 1.3938
N -0.8336 1.1314 0.5108
C -2.2313 0.7316 0.1981
H -1.2670 -3.1906 -0.8086
H -1.7361 -1.4033 -1.5250
H 0.7585 -2.1253 0.2630
H 0.3343 0.6328 -2.0698
H 2.8612 0.8554 -0.6315
H 3.8628 0.9217 1.4216
H 2.2931 0.5491 2.2496
H -0.7664 2.1248 0.2672
H -2.9610 1.2225 0.9477
H -2.4079 1.1478 -0.7983
H -2.3236 -0.3769 0.1941
*
```

In the Mulliken picture, each atom carries the following charge in e: -0.798, -0.146, 0.393, -0.386, -0.481, -0.473, -0.737, 0.249, 0.276, 0.339, -0.095, 0.191, 0.206, 0.371, 0.249, 0.232, 0.306, 0.304

[2]
C5H11O | ωB97M-V with the def2-TZVPD basis set

Output
Highest occupied orbital energy   -13.95 eV

Geometry as ORCA input:
```
! RIJCOSX wB97M-V def2-TZVPD def2/J DEFGRID3
* xyz 1 1
C -2.5874 -0.4376 3.1788
C 1.9135 -0.0101 -2.1876
C -0.6827 0.9604 -0.4509
C 1.4855 -0.5055 -0.7784
C 0.2790 -0.0810 -0.0641
O -1.8500 -0.6532 2.1960
H -2.1817 0.2044 4.0343
H -3.5923 -0.8133 3.3598
H 1.7527 1.0780 -2.2116
H 1.5999 -0.6345 -3.0281
H 2.9381 -0.0650 -2.2668
H -0.2730 1.9124 0.1672
H -0.4702 1.2347 -1.4629
H -1.6733 0.6008 -0.2623
H 1.2018 -1.5903 -0.8987
H 2.3250 -0.5605 -0.0874
H -0.1850 -0.6398 0.7626
*
```

In the Mulliken picture, each atom carries the following charge in e: -0.069, -1.178, -0.986, -0.264, 0.064, -0.440, 0.215, 0.264, 0.361, 0.323, 0.391, 0.340, 0.395, 0.354, 0.290, 0.409, 0.531

[3]
C5H11O | ωB97M-V with the def2-TZVPD basis set

Output
Highest occupied orbital energy   -15.85 eV

Geometry as ORCA input:
```
! RIJCOSX wB97M-V def2-TZVPD def2/J DEFGRID3
* xyz 1 1
C -1.4108 -1.4117 -1.1599
C -0.0020 -0.9749 -0.9317
C 1.2967 -0.7788 -1.1527
C 1.3451 1.9971 1.1951
C -1.4813 -0.2707 0.9825
O -1.1698 -0.1723 -0.4012
H -1.9332 -1.2666 -2.0984
H -1.9677 -2.2082 -0.5778
H 1.4269 1.6259 0.3074
H 1.6198 -1.6440 -1.8702
H 1.9914 0.0468 -0.8864
H 0.3782 2.2511 1.6090
H 2.2104 2.7950 1.2612
H 1.7783 1.1362 1.8978
H -2.4190 0.1678 1.1180
H -1.4280 -1.1609 1.4877
H -0.8491 0.4681 1.5197
*
```

In the Mulliken picture, each atom carries the following charge in e: -0.200, 0.422, -0.573, -0.989, -0.633, -0.028, 0.257, 0.280, 0.130, 0.227, 0.337, 0.256, 0.289, 0.314, 0.376, 0.425, 0.108

[4]
C5H11O2 | ωB97M-V with the def2-TZVPD basis set

Output
Highest occupied orbital energy   -3.77 eV

Geometry as ORCA input:
```
! RIJCOSX wB97M-V def2-TZVPD def2/J DEFGRID3
* xyz -1 1
C 0.3123 0.7696 2.1174
C -0.4762 -0.1878 3.0071
H 0.9145 0.2983 1.3361
H -0.2547 1.4327 1.4745
H 1.0328 1.3992 2.6520
H -1.5408 -0.0808 2.8372
H -0.2593 0.0127 4.0561
H -0.2117 -1.2152 2.7888
C 0.0011 0.3547 -2.0435
C 1.0887 -0.6290 -2.4027
C -1.2961 -0.3619 -1.5397
O -1.3192 -1.6120 -1.5637
O -2.2200 0.4045 -1.1573
H 0.2982 1.0596 -1.2630
H -0.3716 0.9933 -2.8273
H 1.0621 -1.0526 -3.4102
H 1.1481 -1.4130 -1.6576
H 2.0917 -0.1722 -2.4041
*
```

In the Mulliken picture, each atom carries the following charge in e: -0.811, -0.849, 0.186, 0.265, 0.376, 0.266, 0.303, 0.262, -0.263, -1.082, 0.499, -0.730, -0.771, 0.128, 0.294, 0.304, 0.267, 0.356

[5]
C5H11O2 | ωB97M-V with the def2-TZVPD basis set

Output
Highest occupied orbital energy   -3.80 eV

Geometry as ORCA input:
```
! RIJCOSX wB97M-V def2-TZVPD def2/J DEFGRID3
* xyz -1 1
C -0.0968 -1.5968 -1.5919
C 0.2640 -2.4304 -0.4379
H -0.5669 -0.6593 -1.1054
H 0.6515 -0.8850 -2.0706
H -0.6915 -1.8945 -2.4515
H 1.1253 -2.9353 -0.6443
H -0.5647 -3.1495 -0.2508
H 0.3748 -2.0380 0.6145
C -0.5264 1.5317 1.3614
C 0.7799 0.8440 0.9537
C -0.8175 2.5107 0.0717
O -0.6040 3.7250 0.2000
O -1.1172 1.9393 -0.9982
H -1.3765 0.9253 1.6117
H -0.2700 1.9999 2.2928
H 1.2843 1.4007 0.0226
H 0.5730 -0.1946 0.7276
H 1.5789 0.9068 1.6945
*
```

In the Mulliken picture, each atom carries the following charge in e: -0.792, -0.732, 0.159, 0.229, 0.357, 0.234, 0.236, 0.257, -0.466, -0.245, 0.373, -0.728, -0.670, 0.350, 0.281, 0.230, -0.475, 0.403

[6]
C5H11O2 | ωB97M-V with the def2-TZVPD basis set

Output
Highest occupied orbital energy   -3.97 eV

Geometry as ORCA input:
```
! RIJCOSX wB97M-V def2-TZVPD def2/J DEFGRID3
* xyz -1 1
C -0.1552 2.6757 -0.3371
C 0.1793 1.6974 -1.4811
H -1.1792 2.5072 -0.0112
H 0.3977 2.3986 0.5684
H 0.1615 3.6896 -0.5824
H 0.4856 2.1479 -2.4244
H -0.6745 1.0689 -1.5922
H 0.9880 1.0134 -1.2093
C -0.1984 -1.6184 1.2409
C 1.0811 -2.1951 0.6372
C -1.2828 -1.2333 0.1988
O -1.6886 -0.0473 0.2690
O -1.6396 -2.1266 -0.5900
H -0.6663 -2.2622 1.9979
H 0.0011 -0.7407 1.8670
H 1.8409 -1.4201 0.5623
H 0.8876 -2.5525 -0.3731
H 1.4619 -3.0024 1.2593
*
```

In the Mulliken picture, each atom carries the following charge in e: -0.759, -0.695, 0.216, 0.209, 0.326, 0.348, 0.201, 0.143, -0.333, -1.023, 0.408, -0.720, -0.739, 0.299, 0.274, 0.246, 0.287, 0.313

[7]
C5H11O2 | ωB97M-V with the def2-TZVPD basis set

Output
Highest occupied orbital energy   -3.51 eV

Geometry as ORCA input:
```
! RIJCOSX wB97M-V def2-TZVPD def2/J DEFGRID3
* xyz -1 1
C -1.3304 -0.8459 -0.6974
C -1.1012 -1.7435 -1.8477
H -1.8219 0.0008 -0.9450
H -1.8447 -1.3967 0.1311
H -0.3438 -0.5198 -0.3375
H 0.0318 -1.9938 -2.1412
H -1.7324 -1.5914 -2.6523
H -1.4736 -2.7138 -1.5282
C 1.4473 0.8170 1.2626
C 1.1054 1.7603 0.0001
C 0.2672 0.4420 2.1160
O -0.7483 1.1298 2.0270
O 0.3878 -0.4753 2.9594
H 1.8580 -0.0884 0.9477
H 2.2623 1.2629 1.7604
H 0.4855 1.1454 -0.7051
H 1.9302 2.1071 -0.5063
H 0.6208 2.7033 0.1563
*
```

In the Mulliken picture, each atom carries the following charge in e: -0.378, -0.927, 0.420, 0.333, -0.365, 0.227, 0.344, 0.266, -0.634, -0.855, 0.558, -0.693, -0.794, 0.265, 0.447, 0.091, 0.444, 0.250

[8]
C5H11O2 | ωB97M-V with the def2-TZVPD basis set

Output
Highest occupied orbital energy   -1.98 eV
Structure (SMILES)   [O-]CCCCCO

Geometry as ORCA input:
```
! RIJCOSX wB97M-V def2-TZVPD def2/J DEFGRID3
* xyz -1 1
O 2.8047 1.6988 -0.5609
C 1.8423 0.7896 -0.2411
C 0.5961 0.8845 -1.1215
C -0.2026 -0.4354 -1.1501
C -0.5959 -1.1813 0.1504
C -0.9138 -0.1649 1.2794
O -2.3458 -0.1218 1.5771
H 1.5607 0.6379 0.8424
H 2.2832 -0.2259 -0.4557
H 0.8527 1.1116 -2.1537
H -0.0475 1.6944 -0.7678
H -1.1266 -0.3797 -1.7446
H 0.3398 -1.1780 -1.7659
H 0.0545 -2.0275 0.3495
H -1.6434 -1.4904 0.0610
H -0.6750 0.8328 0.9540
H -0.3670 -0.2749 2.2228
H -2.4164 -0.1700 2.5248
*
```

In the Mulliken picture, each atom carries the following charge in e: -0.898, -0.223, -0.586, -0.808, -0.442, -0.511, -0.556, 0.006, 0.122, 0.340, 0.317, 0.335, 0.329, 0.392, 0.287, 0.244, 0.343, 0.309

[9]
C5H11O2 | ωB97M-V with the def2-TZVPD basis set

Output
Highest occupied orbital energy   -3.88 eV

Geometry as ORCA input:
```
! RIJCOSX wB97M-V def2-TZVPD def2/J DEFGRID3
* xyz -1 1
C -0.8194 1.0065 -1.6187
C 0.6917 0.7322 -1.6132
C -1.5772 -0.0442 -0.7601
O -1.5414 0.1864 0.4745
O -2.1271 -0.9695 -1.3891
H -1.0021 2.0043 -1.2194
H -1.1909 1.0073 -2.6513
H 1.0026 -0.1186 -2.2251
H 0.9384 0.5757 -0.5704
H 1.2768 1.5576 -2.0335
C 1.9544 -1.1548 1.8623
C 2.3044 0.2102 2.4588
H 0.8982 -1.3778 1.9935
H 2.0058 -1.0982 0.7837
H 2.5102 -2.0261 2.2097
H 1.7610 0.4261 3.3799
H 1.8609 0.9377 1.7683
H 3.3814 0.3540 2.5457
*
```

In the Mulliken picture, each atom carries the following charge in e: -0.350, -0.716, 0.470, -0.725, -0.738, 0.258, 0.280, 0.296, -0.118, 0.313, -0.777, -0.734, 0.276, 0.203, 0.330, 0.256, 0.210, 0.265

[10]
C5H11O2 | ωB97M-V with the def2-TZVPD basis set

Output
Highest occupied orbital energy   -3.74 eV

Geometry as ORCA input:
```
! RIJCOSX wB97M-V def2-TZVPD def2/J DEFGRID3
* xyz -1 1
C -1.1300 0.8030 0.0323
C -2.6167 1.2269 -0.1240
C -0.0866 1.9132 0.6077
O 0.4343 2.6024 -0.2915
O 0.1199 1.8060 1.8225
H -1.0673 -0.0346 0.7462
H -0.8047 0.2892 -0.8730
H -3.1138 0.5938 -0.8526
H -2.7522 2.3135 -0.4045
H -3.0252 1.1716 0.9200
C 1.5714 -2.2725 0.0168
C 1.9538 -0.8419 -0.4034
H 2.2816 -2.7086 0.7458
H 0.5115 -2.3540 0.3299
H 1.7076 -3.0201 -0.7679
H 3.0031 -0.7391 -0.6061
H 1.5894 -0.2143 0.4281
H 1.4240 -0.5346 -1.3264
*
```

In the Mulliken picture, each atom carries the following charge in e: -0.095, -1.107, 0.493, -0.731, -0.726, 0.169, 0.165, 0.333, 0.258, 0.246, -0.891, -0.588, 0.267, 0.264, 0.297, 0.382, 0.073, 0.191

[11]
C5H11O2 | ωB97M-V with the def2-TZVPD basis set

Output
Highest occupied orbital energy   -3.99 eV

Geometry as ORCA input:
```
! RIJCOSX wB97M-V def2-TZVPD def2/J DEFGRID3
* xyz -1 1
C 2.5998 -0.7226 -1.6059
C 1.2423 -0.6575 -0.8139
O 0.4430 -1.3209 -1.4690
O 1.0659 0.0762 0.2052
H 3.4613 -0.3348 -1.0909
H 2.3553 -0.5586 -2.5934
H 2.8396 -1.7621 -1.5542
C -1.4841 1.1899 1.5903
C -1.6374 1.5261 0.1157
C -1.9529 -0.2806 1.8498
H -0.3098 1.2114 1.7443
H -2.0412 2.0439 2.1799
H -2.3535 1.1149 -0.5546
H -0.7187 1.2535 -0.4938
H -1.4091 -1.0098 1.1378
H -1.9049 -0.6198 2.8982
H -1.5825 2.6305 0.1642
H -3.0144 -0.3434 1.4579
*
```

In the Mulliken picture, each atom carries the following charge in e: -1.138, 0.609, -0.691, -0.679, 0.346, 0.293, 0.288, -0.074, -0.973, -1.014, 0.137, 0.325, 0.358, 0.161, 0.208, 0.288, 0.273, 0.284

[12]
C5H11O2 | ωB97M-V with the def2-TZVPD basis set

Output
Highest occupied orbital energy (spin up / spin down)   -10.66 / -10.56 eV

Geometry as ORCA input:
```
! RIJCOSX wB97M-V def2-TZVPD def2/J DEFGRID3
* xyz 0 2
C 1.4033 1.8462 0.0030
C 0.6898 2.7822 -0.9650
H 2.4640 1.9420 -0.1962
H 1.0906 2.0990 1.0206
H 1.0842 0.8104 -0.1274
H 0.7760 2.4445 -2.0002
H 0.8212 3.8469 -0.7674
H -0.4053 2.7007 -0.8510
C -1.3454 -1.8869 0.0028
C -1.0789 -1.9164 1.5146
C 0.0565 -1.7579 -0.6721
O 0.1930 -0.5917 -1.1677
O 0.7493 -2.7305 -0.8503
H -1.7904 -2.7948 -0.3882
H -1.9715 -1.0301 -0.2360
H -0.9490 -2.9526 1.8239
H -1.7037 -1.3060 2.1604
H -0.0835 -1.5050 1.6962
*
```

In the Mulliken picture, each atom carries the following charge in e: -0.253, -0.959, 0.275, 0.269, -0.148, 0.279, 0.337, 0.268, -0.221, -1.058, 0.552, -0.321, -0.560, 0.304, 0.283, 0.304, 0.334, 0.314

In order of appearance, energy above the lowest of the compared OMol25 structures with the same formula, charge and spin = 292.5 157.4 351.9 41.6 175.1 39.6 144.9 313.8 32.0 66.8 135.6 65.5 kJ/mol.
In order of appearance, DFT total energy = -14728.704 -7400.620 -7398.604 -9459.598 -9458.214 -9459.619 -9458.528 -9456.777 -9459.698 -9459.337 -9458.624 -9455.770 eV.